A cluster of 2 separate species, C2H4N2S3 in total, computed with ωB97M-V/def2-TZVPD.

Last column: natural (NBO) charge in e.
Atoms and positions in Å:
S: -3.02956 -1.01110 0.06159  0.1895
S: 3.20119 -0.09709 0.03439  0.2002
S: -1.42405 2.00520 0.15308  -0.1623
N: -1.31823 -0.67588 0.05609  -0.7186
N: 1.54760 -0.41913 0.03597  -0.5556
C: -0.64519 0.50577 0.01565  0.0650
C: 0.83252 0.59624 -0.26676  0.0204
H: 1.10103 1.62181 -0.50973  0.2122
H: -3.35391 0.34322 -0.40243  0.1699
H: 3.70265 -1.40871 1.22977  0.1476
H: -0.61404 -1.46033 -0.40763  0.4317

ΔE to the lowest compared entry with this formula, charge and spin   336.2 kJ/mol
HOMO   -8.80 eV
Molar mass   152.3 Da
Multiplicity   1
Charge   0
Orbital gap   7.89 eV

***

A cluster of 16 separate species, C21H73FNO16 in total, computed with ωB97M-V/def2-TZVPD.

Last column: Löwdin charge in e.
Atoms and positions in Å:
F: -4.95766 1.94595 -1.91512  -0.3020
O: -1.53904 0.47596 -0.34707  -0.1789
O: 1.34606 -1.20658 -1.04004  -0.1321
O: 2.61525 -4.76178 1.55488  -0.1310
O: 6.46517 2.45437 0.06006  -0.1275
O: 5.80150 -5.01828 4.04790  -0.1377
O: -5.31672 -1.33863 0.44782  -0.1373
O: 4.03912 5.46878 2.47742  -0.1325
O: -6.01376 -1.90498 4.62446  -0.1282
O: -8.56811 -0.29328 0.36303  -0.1206
O: 2.28666 4.04677 -2.05611  -0.1975
O: -4.47924 -4.67610 -0.15521  -0.1500
O: -3.91508 -0.96693 -2.88686  -0.1407
O: -2.35890 -3.72965 -2.85686  -0.1206
O: 9.49618 4.44001 0.98522  -0.1285
O: 2.16987 -3.31684 -2.94279  -0.1402
O: 3.79595 2.87500 -4.71323  -0.1260
N: -3.43863 1.97208 -1.97497  -0.1237
C: -0.94331 4.60300 -1.40401  -0.2016
C: 1.06523 3.54215 -2.59857  -0.2163
C: -9.52401 -0.60938 1.36387  -0.1652
C: -5.94665 -2.00097 1.53275  -0.1591
C: -5.75309 -2.72755 5.75538  -0.1540
C: 6.24940 3.82452 0.41329  -0.1521
C: 10.54353 4.83852 1.86059  -0.1563
C: -5.00222 -1.80282 -2.54382  -0.1810
C: 3.83146 -5.47579 1.34415  -0.1502
C: 6.20556 -3.69686 4.39210  -0.1575
C: 3.26025 2.67488 -6.01168  -0.1701
C: -1.70269 3.28063 -1.23772  -0.2296
C: 1.62727 -3.20708 -4.25273  -0.1634
C: 3.89118 4.84271 3.74551  -0.1585
C: -4.21050 -5.45557 0.99754  -0.1487
C: 2.79527 3.34000 -0.94008  -0.0877
C: -3.20384 3.31532 -1.53217  -0.3679
C: 1.20325 -1.92557 0.18416  -0.1389
C: -2.16982 -0.19506 0.72908  -0.1651
C: -2.02782 -4.12882 -1.53361  -0.1497
C: 0.00959 4.63937 -2.58992  -0.1777
H: -3.76437 3.52742 -0.61067  0.0913
H: -8.48368 0.66304 0.31730  0.0856
H: -2.80325 -1.00632 0.36233  0.0565
H: -5.18170 -2.43040 2.17342  0.0729
H: -1.62755 2.97521 -0.20224  0.0954
H: -2.24273 0.87151 -0.91889  0.0160
H: 2.06095 -4.00629 -4.85311  0.0679
H: 5.98815 -3.47134 5.43961  0.0730
H: 0.56986 5.57228 -2.56863  0.1066
H: 7.27983 -3.63971 4.23786  0.0753
H: -9.21262 -0.24402 2.34725  0.0725
H: 4.68782 4.10822 3.83419  0.0752
H: -2.78361 0.48700 1.32680  0.0765
H: -3.91718 -0.18302 -2.25281  0.0651
H: 1.78416 -2.60882 -2.40735  0.0301
H: -0.40862 4.88533 -0.50000  0.1007
H: -2.92152 -4.32156 -0.93238  0.0352
H: -3.71846 -6.36688 0.66437  0.0799
H: 4.06290 -5.55932 0.27960  0.0820
H: 0.18565 -2.31750 0.27495  0.0616
H: -5.13044 -5.72875 1.52526  0.0752
H: 2.04448 2.71237 -0.47081  0.0864
H: 2.93018 4.32870 3.82862  0.0784
H: -3.54345 -4.93232 1.69003  0.0808
H: 1.42166 -1.27434 1.03442  0.0816
H: 7.14335 2.42727 -0.61731  0.0632
H: 0.54139 -3.31355 -4.25777  0.0716
H: 3.82362 1.86803 -6.47479  0.0732
H: 5.47265 3.85448 1.17036  0.0541
H: 2.20583 2.38617 -5.97090  0.0737
H: -4.99518 -2.65070 -3.22953  0.0808
H: -6.54133 -1.30052 2.11702  0.0619
H: -9.60168 -1.69302 1.40438  0.0768
H: -2.87058 -2.91637 -2.77732  0.0276
H: 7.16448 4.26553 0.81194  0.0510
H: 3.29443 3.58074 -4.29016  0.0490
H: -6.43704 -1.10075 4.93451  0.0762
H: 0.73558 2.64006 -2.09637  0.1080
H: -6.67592 -3.00635 6.27210  0.0734
H: 11.31526 5.40501 1.33183  0.0736
H: 3.78209 -6.47699 1.78325  0.0767
H: -5.27223 -3.63096 5.38902  0.0771
H: -0.53869 4.64298 -3.52819  0.1114
H: 5.91289 4.39451 -0.45727  0.0803
H: 3.33893 6.11823 2.37929  0.0749
H: 1.90826 -5.24377 1.11868  0.0751
H: -1.68753 5.38288 -1.56334  0.0949
H: 9.87634 3.87325 0.30986  0.0763
H: 5.71927 -2.95175 3.75739  0.0791
H: -6.59927 -2.80578 1.16734  0.0858
H: 4.62326 -4.91829 1.83308  0.0575
H: 10.10029 5.47647 2.62047  0.0778
H: 4.85119 -5.07571 4.17823  0.0678
H: -6.01214 -0.95832 -0.10012  0.0678
H: -5.08070 -2.23569 6.46331  0.0754
H: -4.90223 -2.18450 -1.52111  0.0479
H: -1.31463 2.50169 -1.88448  0.0830
H: 3.67709 2.76257 -1.20383  0.0826
H: 11.00592 3.97710 2.35013  0.0752
H: -1.44820 -5.04863 -1.60384  0.0758
H: 1.25838 3.26618 -3.63539  0.1002
H: 1.90751 -2.75238 0.18403  0.0593
H: 3.11192 4.07174 -0.19907  0.0703
H: -1.41709 -3.37043 -1.03197  0.0654
H: -10.50752 -0.19525 1.12414  0.0732
H: -5.96110 -1.28014 -2.63702  0.0817
H: 0.71168 -0.47757 -1.03253  0.0675
H: 3.98498 5.56366 4.56301  0.0717
H: -3.45211 4.10169 -2.27065  0.0887
H: -4.91433 -3.86834 0.13344  0.0445
H: 3.35780 3.57214 -6.63187  0.0721
H: 1.88659 -2.24805 -4.71100  0.0725
H: -1.38462 -0.61050 1.36322  0.0603

HOMO   -2.96 eV
Molar mass   614.8 Da
Multiplicity   1
Charge   -1
Orbital gap   4.92 eV

***

A structure of composition C5H6CuO3, computed with ωB97M-V/def2-TZVPD.

Last column: natural (NBO) charge in e.
Atoms and positions in Å:
Cu: -1.47404 2.30150 -0.83666  0.8310
O: -0.57065 4.24056 -4.98288  -0.4611
O: -1.13316 0.77790 0.70940  -0.9706
O: -1.40828 3.19606 -3.09418  -0.5890
C: -1.07580 -0.56857 0.49794  -0.1174
C: -0.97507 3.72028 -4.03792  1.0579
C: 2.07939 -1.59713 2.18732  -0.3917
C: 0.77226 -1.73501 1.79774  -0.2557
C: 0.24114 -1.28190 0.55731  -0.1418
H: -1.82267 -1.13773 1.09310  0.1652
H: -0.57260 -0.65621 -0.69863  0.1213
H: 0.59968 -1.84975 -0.31639  0.1734
H: 2.75490 -0.91971 1.65829  0.1896
H: 0.10637 -2.33765 2.42835  0.1994
H: 2.47855 -2.15264 3.03722  0.1895

ΔE to the lowest compared entry with this formula, charge and spin   290.8 kJ/mol
HOMO (alpha / beta)   -6.98 / -7.00 eV
Molar mass   177.6 Da
Multiplicity   2
Charge   0
Orbital gap (alpha / beta)   6.01 / 5.97 eV

***

Calculated strongest force on any atom (eV Å⁻¹), listed in the same order as above: 4.81, 1.55, 5.23